(1)
8
Properties=species:S:1:pos:R:3:mulliken_charge:R:1 method="wB97M-V/def2-TZVPD" homo_ev=-9.4 multiplicity=1 charge=0
C 2.215 -0.476 1.088 -0.41
C 1.060 -0.323 0.647 0.22
C -1.481 0.156 0.276 0.06
C 0.875 -0.074 -0.820 -0.20
C -0.189 -0.222 -0.186 0.01
O -2.400 -0.532 0.529 -0.35
H -1.556 1.287 0.096 0.23
H 1.477 0.184 -1.629 0.45

***

(2)
19
Properties=species:S:1:pos:R:3:mulliken_charge:R:1 method="wB97M-V/def2-TZVPD" homo_ev="-13.0 / -12.9" multiplicity=1 charge=+1
C 1.837 -1.115 -0.240 -0.23
C 1.357 0.785 -1.512 0.06
C 0.437 -1.329 0.211 0.25
C -0.539 -0.362 -0.629 0.43
N 2.179 -0.069 -0.886 -0.30
N -0.040 0.489 -1.581 -0.06
N 0.481 -1.372 1.641 -0.60
N -1.367 1.526 0.981 -0.75
O -1.802 -0.702 -0.673 -0.40
S 1.938 2.131 -2.272 -0.14
H 2.587 -1.628 0.367 0.44
H -0.010 -2.358 -0.028 0.31
H -0.731 0.827 -2.307 0.32
H -0.392 -1.705 2.187 0.26
H 0.840 -0.663 2.157 0.18
H -2.360 1.410 1.215 0.26
H -1.187 2.481 0.529 0.29
H -0.896 1.675 1.905 0.26
H -2.334 -0.020 -1.063 0.41

***

(3)
53
Properties=species:S:1:pos:R:3:mulliken_charge:R:1 method="wB97M-V/def2-TZVPD" homo_ev=-2.0 multiplicity=1 charge=-2
Cd -0.036 -1.635 -1.485 1.51
C 1.901 4.398 -1.765 -1.03
C 2.994 3.501 -1.329 0.92
N 4.265 3.739 -1.429 -0.90
N 4.847 2.611 -0.914 0.23
C 3.973 1.676 -0.504 0.17
S 4.251 0.197 0.216 -0.46
N 2.772 2.266 -0.780 0.56
N 1.508 1.746 -0.501 -0.73
H 2.283 5.413 -1.856 0.36
H 1.084 4.363 -1.045 0.28
H 1.520 4.058 -2.730 0.18
H 5.844 2.499 -0.907 0.18
H 1.636 0.999 0.186 -0.10
H 1.166 1.282 -1.343 0.13
O -3.630 -6.741 -2.395 -0.67
C -2.938 -5.754 -2.241 0.48
C -1.429 -5.726 -2.200 0.07
O -0.695 -6.694 -2.312 -0.70
C -1.060 -4.321 -2.003 1.30
C -2.234 -3.519 -1.921 0.27
O -2.193 -2.254 -1.752 -0.80
C -3.430 -4.341 -2.062 -0.11
O -4.601 -3.982 -2.044 -0.74
O 0.114 -3.838 -1.914 -0.80
N 1.557 1.384 8.140 -0.57
C 1.379 1.030 7.058 0.08
C 1.159 0.592 5.713 0.60
C -0.080 0.061 5.346 -0.66
C -0.293 -0.355 4.047 -0.46
C 0.721 -0.256 3.085 0.83
C 1.963 0.273 3.466 -0.11
C 2.178 0.694 4.764 -0.75
C 0.496 -0.673 1.740 0.00
C 0.296 -1.027 0.592 -1.30
H -0.867 -0.020 6.084 0.43
H -1.249 -0.770 3.755 0.49
H 2.747 0.349 2.722 0.23
H 3.137 1.106 5.050 0.44
Se 2.455 1.684 -4.478 -0.37
C 1.674 0.334 -3.580 0.26
N 1.159 -0.517 -2.980 -0.66
I -2.307 -0.072 -4.455 0.04
C -2.815 0.359 -2.472 0.03
C -4.136 0.212 -2.072 -0.42
C -4.437 0.480 -0.751 -0.31
C -3.423 0.888 0.104 -0.77
C -2.140 0.993 -0.400 0.00
N -1.835 0.730 -1.674 -0.22
H -4.883 -0.140 -2.768 0.35
H -5.449 0.351 -0.389 0.35
H -3.612 1.094 1.149 0.41
H -1.308 1.274 0.234 0.44

***

(4)
17
Properties=species:S:1:pos:R:3:mulliken_charge:R:1 method="wB97M-V/def2-TZVPD" homo_ev=-8.3 multiplicity=1 charge=0
C -1.433 1.649 -0.073 -1.28
C -0.198 0.774 -0.016 0.42
C 1.244 1.223 -0.180 -0.48
C 1.940 -0.128 -0.256 -0.79
C 0.794 -0.992 -0.264 -0.15
C -0.358 -0.465 -0.950 -0.01
H -2.197 0.975 0.329 0.35
H -1.328 1.900 -1.124 0.34
H -1.445 2.481 0.638 0.34
H 1.689 1.989 0.428 0.39
H 1.292 1.628 -1.296 0.17
H 2.479 -0.334 -1.261 0.26
H 2.795 -0.287 0.347 0.31
H 1.039 -2.169 -0.220 0.37
H -0.178 -0.467 -2.092 0.36
F -1.559 -1.199 -0.613 -0.31
S -0.128 -0.456 1.263 -0.30

***

(5)
81
Properties=species:S:1:pos:R:3:lowdin_spin:R:1 method="wB97M-V/def2-TZVPD" s2=3.752 homo_ev="-9.9 / -9.9" multiplicity=4 charge=+1
Er 11.561 12.099 14.751 3.02
O 8.915 17.574 18.612 0.00
C 9.695 16.679 19.100 0.00
O 10.102 16.472 20.248 0.00
C 10.366 15.809 18.054 0.00
C 10.160 16.004 16.717 0.00
C 10.642 15.073 15.823 0.00
N 11.314 14.016 16.183 0.00
C 11.767 13.886 17.471 0.00
C 11.300 14.763 18.418 0.00
C 12.850 12.886 17.730 0.00
C 13.486 12.827 18.986 0.00
C 14.393 11.787 19.227 0.00
C 14.736 10.920 18.173 0.00
C 14.121 11.108 16.950 0.00
N 13.211 12.086 16.678 0.00
C 10.459 15.270 14.372 0.00
C 10.018 16.523 13.911 0.00
C 9.968 16.733 12.536 0.00
C 10.335 15.614 11.656 0.00
C 10.678 14.407 12.245 0.00
N 10.798 14.246 13.570 0.00
H 9.612 16.870 16.333 0.00
H 11.640 14.519 19.460 0.00
H 13.208 13.548 19.789 0.00
H 14.822 11.670 20.191 0.00
H 15.392 10.069 18.308 0.00
H 14.551 10.628 16.088 0.00
H 9.848 17.347 14.585 0.00
H 9.648 17.656 12.103 0.00
H 10.316 15.850 10.588 0.00
H 11.024 13.569 11.625 0.00
C 10.574 10.259 17.511 0.00
O 10.956 10.181 16.079 0.00
C 11.194 8.933 15.541 0.00
C 11.258 7.749 16.301 0.00
C 11.727 6.576 15.682 0.00
C 11.990 6.516 14.302 0.00
C 11.983 7.693 13.596 0.00
C 11.546 8.910 14.162 0.00
N 11.664 10.093 13.551 -0.01
N 11.743 10.049 12.217 0.00
C 12.570 10.901 11.643 0.00
C 13.307 11.996 12.220 0.00
O 13.162 12.369 13.471 0.00
C 14.329 12.607 11.439 0.00
C 14.585 12.220 10.155 0.00
C 13.776 11.262 9.533 0.00
C 13.858 11.021 8.120 0.00
C 13.236 9.927 7.556 0.00
C 12.299 9.167 8.298 0.00
C 11.896 9.687 9.561 0.00
C 12.748 10.639 10.228 0.00
H 11.484 10.090 18.146 0.00
H 9.736 9.524 17.585 0.00
H 10.212 11.270 17.635 0.00
H 11.138 7.834 17.394 0.00
H 11.940 5.806 16.395 0.00
H 12.208 5.572 13.761 0.00
H 12.269 7.709 12.556 0.00
H 14.828 13.436 11.905 0.00
H 15.477 12.586 9.605 0.00
H 14.402 11.689 7.484 0.00
H 13.395 9.722 6.483 0.00
H 12.017 8.167 7.975 0.00
H 11.037 9.326 10.070 0.00
C 6.580 13.628 13.829 0.00
C 6.628 12.633 14.970 0.00
C 6.471 13.172 16.389 0.00
C 5.563 11.528 14.687 0.00
C 8.011 12.071 14.849 0.00
N 9.127 11.862 14.618 0.00
H 5.579 14.028 13.838 0.00
H 6.775 13.184 12.853 0.00
H 7.312 14.463 13.980 0.00
H 5.542 13.818 16.443 0.00
H 7.259 13.887 16.682 0.00
H 6.520 12.384 17.250 0.00
H 4.587 11.976 14.707 0.00
H 5.549 10.662 15.383 0.00
H 5.715 11.218 13.665 0.00

***

(6)
12
Properties=species:S:1:pos:R:3:mulliken_charge:R:1 method="wB97M-V/def2-TZVPD" homo_ev="-7.6 / -8.1" multiplicity=1 charge=0
C 0.597 -0.749 0.548 0.46
C 1.297 1.457 -0.025 -0.62
C -1.544 -2.556 -0.135 -0.39
O 1.462 -1.218 1.222 -0.41
O -2.735 -2.143 0.330 -0.45
O 0.344 0.351 -0.042 -0.22
I -0.609 -4.222 0.770 0.05
H 0.726 2.358 0.181 0.22
H 1.759 1.515 -1.009 0.25
H 2.051 1.287 0.743 0.33
H -1.497 -2.559 -1.212 0.43
H -2.768 -2.188 1.295 0.36

***

(7)
14
Properties=species:S:1:pos:R:3:lowdin_spin:R:1 method="wB97M-V/def2-TZVPD" s2=0.761 homo_ev="-9.9 / -9.9" multiplicity=2 charge=0
C -0.990 -1.335 -1.890 0.00
O -0.598 -1.140 -0.568 0.00
H -0.878 -2.373 -2.229 0.00
H -0.491 -0.704 -2.645 0.00
H -2.053 -1.034 -2.019 0.00
H 1.595 -0.023 0.668 0.04
H 2.140 1.500 0.437 0.00
O 1.294 1.102 0.701 0.49
H -0.953 3.299 2.380 0.00
H -1.425 2.203 1.475 0.00
O -1.697 2.698 2.258 0.00
H 0.304 -1.457 -0.381 0.00
H 1.907 -1.572 1.353 0.00
O 1.846 -1.162 0.462 0.46

***

(8)
15
Properties=species:S:1:pos:R:3:mulliken_charge:R:1 method="wB97M-V/def2-TZVPD" homo_ev=-16.0 multiplicity=1 charge=+1
C 1.777 0.675 -0.406 0.40
C -2.247 -0.753 -0.711 -0.07
C 2.863 1.321 -1.000 -0.93
C -1.484 -0.963 1.572 -0.81
N -1.404 -0.572 0.219 0.02
N 1.012 0.154 0.254 -0.36
H -3.340 -1.045 -0.708 0.28
H -2.081 -0.360 -1.738 0.25
H 2.698 2.492 -0.979 0.28
H 3.054 1.031 -1.972 0.33
H 3.889 1.099 -0.403 0.29
H -1.612 -1.987 1.701 0.38
H -0.427 -0.661 2.010 0.25
H -2.213 -0.459 2.048 0.38
H -0.486 0.029 0.113 0.33

***

(9)
15
Properties=species:S:1:pos:R:3:mulliken_charge:R:1 method="wB97M-V/def2-TZVPD" homo_ev=-6.5 multiplicity=1 charge=0
C -1.311 -1.084 -0.223 -0.81
C -2.113 0.036 -0.250 0.00
C -1.354 1.160 0.122 -0.77
C 1.294 1.250 -0.100 -0.37
C 2.161 0.053 -0.153 -0.41
C 1.400 -1.126 -0.083 -0.61
C 0.027 -0.663 0.239 0.62
H -1.727 -2.077 0.082 0.26
H -3.215 -0.016 -0.442 0.35
H -1.485 2.206 -0.099 0.33
H 1.592 2.366 -0.279 0.31
H 3.171 -0.030 -0.431 0.43
H 1.745 -2.129 0.060 0.39
H -0.197 -0.799 1.369 0.18
N 0.012 0.853 0.189 0.10

***

(10)
22
Properties=species:S:1:pos:R:3:mulliken_charge:R:1 method="wB97M-V/def2-TZVPD" homo_ev="-12.4 / -12.8" multiplicity=1 charge=+1
C 0.823 -1.694 0.587 0.62
C -0.624 -1.736 0.581 -0.80
C -1.203 -0.493 0.404 -0.10
C -3.263 0.781 -0.382 -0.24
C -0.460 0.741 0.664 -0.73
C 0.301 1.409 -0.482 -0.47
C 1.722 0.777 -0.469 -0.79
N 1.559 -2.585 1.010 -0.55
N 1.644 -0.711 -0.526 -0.25
F -2.727 1.940 -0.018 -0.18
H -1.009 -2.768 0.589 0.42
H -2.989 0.531 -1.369 0.37
H -3.915 0.418 0.337 0.36
H -1.113 1.616 1.166 0.41
H 0.372 0.554 1.389 0.60
H -0.182 1.173 -1.410 0.35
H 0.299 2.408 -0.227 0.36
H 2.241 1.033 -1.406 0.39
H 2.178 1.281 0.423 0.34
H 2.559 -1.174 -0.323 0.33
H 2.505 -2.402 0.858 0.20
H 1.280 -1.098 -1.396 0.35

***

(11)
88
Properties=species:S:1:pos:R:3:lowdin_spin:R:1 method="wB97M-V/def2-TZVPD" s2=0.760 homo_ev="-4.2 / -4.5" multiplicity=2 charge=-1
Zn -0.123 0.768 0.895 0.03
C -0.782 -0.349 -3.277 0.00
C -1.888 -0.039 -2.270 0.00
C -3.071 -0.974 -2.529 0.02
C -2.355 1.400 -2.459 0.00
O -1.369 -0.182 -0.950 0.09
Ge -1.742 -1.567 0.221 0.37
O -1.804 1.377 1.570 0.01
C -2.826 2.313 1.670 0.00
C -2.701 3.163 2.941 0.00
C -2.873 3.253 0.458 0.00
C -4.154 1.557 1.730 0.00
O -0.946 -2.807 -0.897 0.09
C -0.662 -4.175 -0.700 0.00
C 0.674 -4.346 0.036 0.00
C -0.563 -4.818 -2.079 0.00
C -1.771 -4.858 0.103 0.01
H -1.135 -0.187 -4.301 0.00
H -0.474 -1.393 -3.163 0.00
H 0.081 0.298 -3.091 0.00
H -3.467 -0.807 -3.533 0.00
H -3.870 -0.785 -1.801 0.01
H -2.754 -2.019 -2.439 0.00
H -2.574 1.597 -3.514 0.00
H -1.579 2.096 -2.124 0.00
H -3.263 1.584 -1.875 0.00
H -1.726 3.649 2.971 0.00
H -2.795 2.533 3.831 0.00
H -3.478 3.937 2.973 0.00
H -1.921 3.773 0.344 0.00
H -3.667 4.001 0.557 0.00
H -3.048 2.669 -0.450 0.00
H -4.168 0.909 2.612 0.00
H -4.248 0.921 0.840 0.00
H -5.010 2.242 1.775 0.00
H 1.421 -3.679 -0.402 0.00
H 1.033 -5.378 -0.029 0.00
H 0.562 -4.085 1.092 0.00
H 0.216 -4.314 -2.659 0.00
H -1.514 -4.699 -2.610 0.00
H -0.321 -5.886 -2.007 0.00
H -1.873 -4.370 1.079 0.00
H -1.550 -5.919 0.265 0.00
H -2.727 -4.767 -0.427 0.00
C 1.984 -1.032 -1.933 0.00
O 1.710 -0.157 -0.847 0.00
Si 2.782 0.189 0.400 0.00
C 4.342 0.830 -0.437 0.00
C 3.353 -1.448 1.103 0.00
C 1.872 1.357 1.456 0.02
Si 2.033 1.238 3.282 0.00
C 0.516 1.818 4.202 0.00
C 2.356 -0.497 3.932 0.00
C 3.497 2.232 3.934 0.00
Si 1.957 3.067 0.801 0.00
C 3.670 3.869 0.780 0.00
C 1.326 3.145 -0.969 0.00
C 0.975 4.299 1.817 0.00
H 2.878 -1.646 -1.755 0.00
H 2.147 -0.463 -2.853 0.00
H 1.130 -1.696 -2.078 0.00
H 4.823 0.013 -0.991 0.00
H 5.066 1.216 0.294 0.00
H 4.118 1.634 -1.149 0.00
H 3.710 -2.071 0.275 0.00
H 2.559 -1.996 1.620 0.00
H 4.188 -1.313 1.800 0.00
H -0.386 1.468 3.678 0.00
H 0.458 2.911 4.258 0.00
H 0.500 1.422 5.228 0.00
H 1.659 -1.229 3.499 0.00
H 2.224 -0.507 5.022 0.00
H 3.377 -0.829 3.712 0.00
H 3.342 3.316 3.836 0.00
H 4.417 1.975 3.387 0.00
H 3.661 2.010 5.000 0.00
H 4.383 3.362 0.120 0.00
H 4.101 3.881 1.792 0.00
H 3.577 4.912 0.442 0.00
H 1.958 2.542 -1.635 0.00
H 1.305 4.175 -1.345 0.00
H 0.306 2.734 -1.038 0.00
H 1.252 4.241 2.879 0.00
H -0.101 4.124 1.748 0.00
H 1.184 5.319 1.467 0.00
C -0.269 -1.208 1.495 0.30
H -0.592 -1.294 2.535 0.00
H 0.556 -1.896 1.297 0.01

***

(12)
104
Properties=species:S:1:pos:R:3:mulliken_charge:R:1 method="wB97M-V/def2-TZVPD" homo_ev=-12.0 multiplicity=1 charge=+2
In 0.319 0.498 -1.091 1.49
C 2.588 0.916 -3.297 -0.77
C 3.220 1.283 -1.957 -0.78
N 2.222 1.900 -1.047 -0.04
C 1.872 3.288 -1.401 -1.52
C 0.554 3.432 -2.131 0.49
C 0.153 4.646 -2.662 -1.12
C -1.069 4.712 -3.312 -0.88
C -1.853 3.572 -3.433 -1.22
C -1.392 2.393 -2.880 0.58
C -2.200 1.104 -2.939 -1.48
N -1.411 -0.089 -2.597 0.03
C -0.781 -0.776 -3.749 -0.53
C 0.494 -0.078 -4.199 -0.95
N 1.471 -0.026 -3.097 -0.35
N -0.214 2.351 -2.246 1.49
H 3.352 0.506 -3.960 0.60
H 2.189 1.809 -3.782 0.35
H 4.060 1.960 -2.123 0.58
H 3.601 0.388 -1.463 0.22
H 2.577 1.881 -0.096 0.24
H 2.657 3.723 -2.026 0.55
H 1.824 3.886 -0.490 0.57
H 0.784 5.521 -2.571 0.63
H -1.409 5.649 -3.734 0.49
H -2.803 3.601 -3.951 0.62
H -2.637 1.011 -3.937 0.51
H -3.028 1.187 -2.231 0.47
H -1.989 -0.754 -2.094 0.06
H -1.475 -0.831 -4.591 0.56
H -0.563 -1.799 -3.436 0.06
H 0.282 0.949 -4.502 0.38
H 0.898 -0.595 -5.072 0.69
H 1.829 -0.962 -2.928 0.35
Te -2.154 -2.973 1.801 0.47
C -0.803 -4.230 2.833 -0.21
C -0.278 -5.342 2.188 0.07
C 0.694 -6.087 2.845 -0.63
N 1.150 -5.791 4.060 -0.59
C 0.600 -4.753 4.689 -0.52
C -0.381 -3.946 4.125 0.01
C -0.835 -1.701 0.761 -1.04
P -0.673 -0.034 1.186 1.41
C -2.246 0.710 1.664 0.53
C -2.346 1.594 2.733 -0.50
C -3.562 2.203 3.015 -0.81
C -4.674 1.937 2.230 -0.76
C -4.581 1.047 1.164 -0.82
C -3.370 0.436 0.883 -0.51
C 0.555 0.393 2.448 0.08
C 1.206 1.630 2.419 0.29
C 2.194 1.914 3.349 -0.86
C 2.543 0.965 4.304 -0.96
C 1.906 -0.265 4.327 -0.40
C 0.916 -0.555 3.397 -0.40
P 0.422 -2.114 -0.409 0.71
C -0.101 -3.587 -1.332 1.35
C -1.428 -3.690 -1.751 -0.28
C -1.848 -4.783 -2.493 -0.93
C -0.942 -5.782 -2.829 -0.73
C 0.380 -5.686 -2.418 -0.79
C 0.803 -4.593 -1.672 -0.71
C 2.036 -2.568 0.303 0.28
C 3.180 -2.307 -0.452 -0.51
C 4.441 -2.642 0.021 -0.85
C 4.568 -3.236 1.270 -0.90
C 3.437 -3.500 2.030 -0.74
C 2.177 -3.169 1.549 0.20
H -0.592 -5.615 1.188 0.47
H 1.135 -6.955 2.367 0.42
H 0.964 -4.554 5.692 0.42
H -0.802 -3.123 4.689 0.54
H -1.481 1.800 3.351 0.55
H -3.643 2.879 3.857 0.52
H -5.622 2.407 2.459 0.45
H -5.458 0.818 0.573 0.51
H -3.299 -0.283 0.073 0.39
H 0.904 2.365 1.680 0.41
H 2.693 2.876 3.339 0.51
H 3.315 1.187 5.030 0.42
H 2.182 -1.005 5.068 0.54
H 0.431 -1.523 3.402 -0.18
H -2.148 -2.935 -1.454 0.17
H -2.884 -4.866 -2.796 0.48
H -1.270 -6.638 -3.403 0.42
H 1.085 -6.467 -2.670 0.48
H 1.832 -4.536 -1.341 0.49
H 3.087 -1.875 -1.444 0.47
H 5.319 -2.451 -0.582 0.50
H 5.548 -3.498 1.647 0.42
H 3.527 -3.978 2.998 0.55
H 1.303 -3.384 2.145 -0.22
N -3.949 8.031 1.391 -0.42
C -3.273 7.118 1.227 -0.32
C -2.425 5.971 1.022 0.43
C -1.104 5.981 1.455 -0.88
C -0.338 4.850 1.232 -0.34
N -0.790 3.753 0.620 0.72
C -2.063 3.762 0.220 0.04
C -2.918 4.835 0.394 -1.29
H -0.690 6.844 1.957 0.54
H 0.692 4.827 1.577 0.40
H -2.432 2.850 -0.238 0.43
H -3.946 4.785 0.063 0.62